# 1
ORCA calculation (ωB97M-V/def2-TZVPD) on the molecule H4INSi in a non-equilibrium geometry.

Values from the calculation:
* LUMO: 0.7330 eV
* strongest force on any atom: 0.0511 hartree/bohr
* Kohn-Sham gap: 9.92 eV

Positions of all 7 atoms, in Å:
N 0.797 -0.259 -0.429
Si -0.774 -0.148 0.177
I -2.751 -1.155 -0.926
H 1.350 0.141 -1.224
H 1.260 -1.072 -0.091
H -1.615 1.155 0.114
H -0.518 -0.902 1.327

# 2
ORCA calculation (ωB97M-V/def2-TZVPD) on a structure of composition H4InO6P in a non-equilibrium geometry.

Values from the calculation:
* LUMO: -3.9740 eV
* strongest force on any atom: 0.0372 hartree/bohr
* Kohn-Sham gap: 5.84 eV

Positions of all 12 atoms, in Å:
In 0.115 -0.229 0.088
P -2.012 0.619 2.832
O -0.714 1.295 2.383
O -1.811 -0.161 4.142
O -2.273 -0.440 1.663
O -3.190 1.599 2.888
O 0.429 -1.340 -2.667
H -0.081 -1.139 -3.451
H 0.989 -2.072 -2.926
O 2.574 0.442 -1.440
H 3.182 0.052 -2.068
H 2.792 1.374 -1.442

# 3
ORCA calculation (ωB97M-V/def2-TZVPD) on a structure of composition H4MgO14S3 in a non-equilibrium geometry.

Values from the calculation:
* charge: -4
* LUMO: 8.8122 eV
* strongest force on any atom: 0.0400 hartree/bohr
* Kohn-Sham gap: 3.62 eV

Positions of all 22 atoms, in Å:
Mg -5.112 15.103 -9.321
S -5.239 17.697 -9.650
O -6.523 18.449 -9.723
O -5.097 16.759 -10.794
O -4.173 18.682 -9.519
O -5.284 16.790 -8.480
S -5.136 12.496 -7.309
O -5.839 12.587 -6.000
O -3.722 12.247 -7.075
O -5.704 11.422 -8.144
O -5.322 13.791 -8.027
S -1.811 15.091 -9.304
O -1.645 15.059 -10.773
O -3.272 15.098 -8.961
O -1.213 13.914 -8.716
O -1.149 16.315 -8.818
O -7.103 15.061 -9.602
H -7.699 14.882 -8.868
H -7.659 15.115 -10.382
O -4.963 14.099 -11.047
H -4.307 13.389 -10.951
H -5.234 14.080 -11.963

# 4
ORCA calculation (ωB97M-V/def2-TZVPD) on a structure of composition H4N10O4 in a non-equilibrium geometry.

Values from the calculation:
* LUMO (alpha / beta): -1.6415 / -1.3150 eV
* strongest force on any atom: 0.1171 hartree/bohr
* Kohn-Sham gap (alpha / beta): 6.57 / 7.38 eV

Positions of all 18 atoms, in Å:
N -4.093 -0.374 0.506
N -2.968 -0.769 0.151
N 1.346 -1.261 0.550
N 1.250 2.291 0.481
N 1.601 -0.007 1.088
N 0.053 0.426 -1.005
N -0.905 -0.293 -0.469
N 1.030 1.168 0.454
N -2.111 0.174 -0.486
N 2.353 -1.584 -0.355
O 2.133 -2.544 -1.044
O 3.342 -0.833 -0.362
O 1.585 3.439 0.599
O -2.536 1.219 -1.002
H -4.700 -1.027 0.935
H 2.564 0.195 1.030
H -0.364 1.190 -1.446
H 0.421 -1.414 0.375

# 5
ORCA calculation (ωB97M-V/def2-TZVPD) on a structure of composition H4N2O2P in a non-equilibrium geometry.

Values from the calculation:
* charge: -1
* LUMO: 4.7543 eV
* strongest force on any atom: 0.0980 hartree/bohr
* Kohn-Sham gap: 9.85 eV

Positions of all 9 atoms, in Å:
N -1.667 -0.374 0.012
N -0.210 -0.051 1.070
O 0.906 -0.811 -1.304
O 2.426 0.399 0.381
P 1.102 0.200 -0.245
H -1.926 0.675 0.122
H -1.205 -0.447 -0.871
H 0.198 -0.948 1.449
H 0.374 1.355 -0.613

# 6
ORCA calculation (ωB97M-V/def2-TZVPD) on a cluster of 2 separate species, H4N2O2P in total in a non-equilibrium geometry.

Values from the calculation:
* charge: -1
* LUMO (alpha / beta): 4.7407 / 4.7416 eV
* strongest force on any atom: 0.0560 hartree/bohr
* Kohn-Sham gap (alpha / beta): 6.57 / 7.00 eV

Positions of all 9 atoms, in Å:
N -1.585 1.798 -1.461
N -1.401 0.592 -0.938
O -0.614 -1.486 0.457
O 1.870 -1.753 1.151
P -0.333 -0.023 0.166
H -1.038 2.395 -0.859
H 1.800 -0.837 0.781
H -2.093 -0.079 -1.385
H 1.027 -2.147 0.985

# 7
ORCA calculation (ωB97M-V/def2-TZVPD) on a structure of composition H4N2O2Si in a non-equilibrium geometry.

Values from the calculation:
* LUMO: -0.6176 eV
* strongest force on any atom: 0.0394 hartree/bohr
* Kohn-Sham gap: 9.91 eV

Positions of all 9 atoms, in Å:
N 0.235 1.769 -0.642
N 1.734 -0.506 0.026
O 1.135 -1.562 -0.077
O 2.796 -0.293 -0.502
Si 0.400 0.841 0.632
H -3.075 -1.926 -0.311
H -0.499 2.428 -0.924
H -0.060 0.522 2.013
H -2.667 -1.272 -0.215